Computed, not measured: 10 unconnected molecules or ions with the total composition C44H94BF2N9O18PS2, with ωB97M-V/def2-TZVPD.

Properties
Total charge = -1
Gap between HOMO and LUMO = 7.44 eV
E = -134483.1478 eV
F_max = 9.81 eV Å⁻¹

```
171
Properties=species:S:1:pos:R:3:mulliken_charge:R:1
C 4.20278 -6.74144 -3.10844 -0.741
C 4.49607 -6.11964 -4.60705 0.542
O 5.26130 -6.79188 -5.51045 -0.559
O 3.88120 -4.83433 -4.97895 -0.188
C 4.87521 -3.75112 -5.07609 -0.539
C 4.42817 -2.39270 -4.20963 -0.488
C 2.88115 -1.92823 -4.63581 -0.377
C 1.78428 -2.18506 -3.42019 0.424
C 0.87327 -0.87490 -3.04850 -0.459
C -0.72383 -1.01309 -3.38427 -0.760
C -1.41941 -2.42268 -2.92140 0.730
C -0.87029 -3.18566 -1.55104 0.060
C -0.61516 -2.17613 -0.28437 0.333
O -1.54134 -1.49094 0.39061 -0.542
F 0.81987 -2.03348 0.16579 -0.258
O -2.75232 -1.93660 -2.43092 -0.600
B -3.70612 -1.75424 -3.55228 0.743
S -4.48575 -0.07039 -3.85619 1.124
O -3.51088 1.12307 -3.71336 -0.643
O -5.58596 0.10339 -2.73801 -0.628
F -5.32026 0.07247 -5.35697 -0.355
O -2.98769 -2.43298 -4.68642 -0.872
C -2.03459 -3.43448 -4.10304 0.262
C -2.86085 -4.78488 -3.56271 -0.518
C -4.10917 -5.21572 -4.53122 -0.798
C -4.63064 -6.75880 -4.36352 0.583
C -5.43089 -7.18696 -5.76856 -1.061
C -3.45385 -7.88100 -4.16381 -0.811
P -0.87923 -3.91905 -5.56378 0.543
O 0.07210 -2.52649 -6.12280 -0.573
O -1.77543 -4.43810 -7.00751 -0.561
S 0.28049 -5.47003 -5.12858 -0.347
H 4.98339 -7.61568 -2.93790 0.301
H 3.13307 -7.25962 -3.06218 0.200
H 4.33088 -5.95380 -2.23204 0.238
H 5.95079 -4.14362 -4.76774 0.355
H 4.95595 -3.43136 -6.22040 0.230
H 4.54613 -2.60304 -3.06457 0.277
H 5.14734 -1.53538 -4.61052 0.236
H 2.86891 -0.78852 -4.97934 0.470
H 2.62637 -2.59728 -5.59104 -0.002
H 1.17981 -3.16825 -3.63076 -0.578
H 2.44380 -2.41571 -2.45219 0.327
H 1.27818 0.02097 -3.72600 0.550
H 0.98558 -0.49736 -1.93709 -0.252
H -1.26924 -0.15421 -2.75952 0.403
H -0.92950 -0.72334 -4.52369 0.303
H -1.65902 -3.99760 -1.17167 -0.020
H 0.12807 -3.79933 -1.75104 0.355
H -4.64645 -2.38044 -3.15139 -0.288
H -3.32600 -4.54919 -2.48891 0.378
H -2.03991 -5.60312 -3.40500 0.112
H -3.94040 -5.01669 -5.67383 0.327
H -5.02721 -4.51966 -4.21779 0.090
H -5.47697 -6.79579 -3.52329 0.303
H -6.59552 -7.15301 -5.65968 0.267
H -5.09919 -6.55396 -6.69509 0.257
H -5.12956 -8.31369 -6.02147 0.293
H -3.19856 -7.92090 -3.00186 0.007
H -3.79089 -8.99032 -4.43769 0.401
H -2.44916 -7.58360 -4.70987 0.116
H 0.52053 -2.89983 -6.95431 0.354
H -1.79574 -5.45328 -6.90921 0.393
C -9.94727 3.71652 -3.66494 0.095
O -10.72377 4.48192 -3.10801 -0.618
N -9.26008 2.68962 -3.05361 0.167
C -8.35736 1.82646 -3.78551 -0.905
C -9.44560 2.46557 -1.63481 -0.940
H -9.73277 3.79763 -4.74342 0.303
H -8.71004 0.79446 -3.70266 0.303
H -7.35757 1.90969 -3.34972 0.374
H -8.31314 2.10710 -4.84136 0.284
H -10.50274 2.26028 -1.44168 0.302
H -9.15714 3.36990 -1.09053 0.284
H -8.83875 1.62199 -1.29460 0.352
C 3.29096 1.42695 -1.04909 -0.049
O 2.95991 0.36251 -1.55538 -0.591
N 3.19267 1.74059 0.28973 0.244
C 3.60750 3.02612 0.81026 -0.599
C 2.65792 0.75456 1.20593 -1.027
H 3.71016 2.24721 -1.65503 0.344
H 4.39478 2.86936 1.55315 0.117
H 2.74775 3.51063 1.28195 0.194
H 3.98924 3.66955 0.01287 0.340
H 3.28035 -0.14427 1.16522 0.285
H 1.64166 0.49373 0.89536 0.341
H 2.64181 1.14513 2.22712 0.370
C 5.99096 2.24419 3.92677 0.057
O 5.65991 1.17975 3.42048 -0.635
N 5.89267 2.55783 5.26560 0.162
C 6.30750 3.84336 5.78612 -0.745
C 5.35792 1.57180 6.18179 -0.915
H 6.41016 3.06445 3.32083 0.336
H 7.09478 3.68660 6.52901 0.329
H 5.44775 4.32787 6.25781 0.319
H 6.68924 4.48679 4.98874 0.240
H 5.98035 0.67297 6.14109 0.309
H 4.34166 1.31097 5.87122 0.288
H 5.34181 1.96237 7.20298 0.300
C 6.65944 5.53597 9.29704 -0.002
O 6.58345 4.85307 8.28371 -0.549
N 5.68669 6.39901 9.75463 0.181
C 5.85452 7.17313 10.96632 -1.165
C 4.45759 6.53707 9.00105 -0.940
H 7.55122 5.50799 9.94486 0.343
H 5.05785 6.90914 11.66767 0.389
H 5.78899 8.23646 10.71839 0.294
H 6.82347 6.97208 11.43135 0.463
H 3.96870 5.56057 8.93463 0.264
H 4.69615 6.88114 7.99012 0.279
H 3.78665 7.25244 9.48449 0.394
C -8.37897 8.75729 -2.53081 0.125
O -7.61964 9.67817 -2.25810 -0.600
N -9.59911 8.52319 -1.93337 0.161
C -10.44003 7.40821 -2.31457 -0.867
C -10.05588 9.41957 -0.89150 -0.965
H -8.12987 8.01651 -3.30857 0.287
H -11.39959 7.79444 -2.67000 0.313
H -10.60094 6.77154 -1.43983 0.341
H -9.97483 6.81703 -3.10807 0.224
H -10.12343 10.43315 -1.29777 0.288
H -9.32878 9.41546 -0.07384 0.299
H -11.03420 9.10781 -0.51555 0.378
C 1.57243 6.05804 1.03728 -0.042
O 2.52237 6.72318 1.42991 -0.637
N 0.77457 6.36403 -0.04452 0.143
C -0.33306 5.52232 -0.44489 -0.964
C 1.05141 7.56470 -0.80568 -0.958
H 1.27414 5.12509 1.54357 0.436
H -0.16372 5.17879 -1.46938 0.346
H -1.25590 6.10787 -0.40100 0.343
H -0.42686 4.65468 0.21386 0.327
H 2.06853 7.50717 -1.20459 0.296
H 0.98192 8.43156 -0.14159 0.288
H 0.33910 7.67319 -1.62816 0.390
C -1.35994 -6.60989 -0.15654 -0.108
O -1.41314 -7.09212 -1.28063 -0.617
N -2.20393 -6.92132 0.88805 0.226
C -2.07394 -6.30429 2.19113 -1.023
C -3.25423 -7.89606 0.67737 -0.846
H -0.59906 -5.85860 0.11243 0.471
H -1.89310 -7.08498 2.93549 0.366
H -3.00355 -5.77866 2.42768 0.361
H -1.24444 -5.59214 2.20894 0.320
H -2.80325 -8.84673 0.37771 0.218
H -3.90807 -7.54703 -0.12758 0.264
H -3.83845 -8.03757 1.59077 0.378
C -0.76452 -11.49021 1.05080 0.078
O -0.79034 -11.02494 2.18298 -0.601
N 0.28319 -11.37449 0.16232 0.149
C 0.23488 -11.95577 -1.16260 -0.926
C 1.47031 -10.64908 0.56498 -0.930
H -1.61547 -12.06053 0.64297 0.320
H 1.05573 -12.67132 -1.26486 0.345
H 0.34757 -11.15837 -1.90279 0.328
H -0.71422 -12.47147 -1.33230 0.302
H 1.89610 -11.12692 1.45231 0.306
H 1.19150 -9.62161 0.81765 0.241
H 2.21017 -10.64222 -0.24012 0.394
C 8.31280 9.10162 10.34336 0.012
O 8.18440 7.88547 10.40217 -0.546
N 8.48333 9.83281 9.18718 0.149
C 8.62821 11.27308 9.20320 -0.927
C 8.51893 9.14038 7.91561 -0.871
H 8.30056 9.72663 11.25161 0.321
H 7.82062 11.71621 8.61354 0.346
H 9.59354 11.53620 8.76124 0.339
H 8.58278 11.66237 10.22395 0.288
H 7.57827 8.59884 7.77826 0.224
H 9.34221 8.41970 7.92523 0.294
H 8.65927 9.84844 7.09427 0.372
```

=====

Computed, not measured: 9 unconnected molecules or ions with the total composition C44H95N5O12P, with ωB97M-V/def2-TZVPD.

Properties
Total charge = +1
Gap between HOMO and LUMO = 8.68 eV
E = -88472.8374 eV
F_max = 3.29 eV Å⁻¹

```
157
Properties=species:S:1:pos:R:3:mulliken_charge:R:1
C 5.11677 0.21519 0.26141 -0.477
C 5.93680 -0.37233 -0.93782 -0.781
C 5.77058 -1.93991 -1.09881 -0.756
C 4.45177 -2.14275 -1.95175 -0.325
C 3.84761 -3.58820 -1.85397 -0.362
C 2.90984 -3.81735 -3.09657 -1.377
C 1.39646 -3.46492 -2.85725 1.293
C 0.75448 -3.39283 -4.31489 -1.859
C 1.13131 -2.07406 -5.08836 -0.518
P -0.39470 -1.04410 -5.42850 0.786
O -1.37067 -1.89565 -6.20740 -0.731
O 0.13396 0.30337 -6.27377 -0.461
C 0.40018 1.43628 -5.42799 0.159
C 1.53026 1.20367 -4.36871 -0.443
O -1.07650 -0.49533 -4.00804 -0.319
C -2.42769 0.01541 -4.25055 -0.586
C -2.70891 1.16244 -3.20717 -0.773
N 1.17763 -2.10806 -2.25776 0.531
C 1.15338 -2.04847 -0.75691 -1.034
C 0.66952 -3.37235 -0.05554 0.511
C -0.19954 -2.99448 1.22160 -0.779
C 0.72854 -3.09896 2.47522 -0.730
O 1.78148 -2.11463 2.38732 -0.530
N -0.21508 -4.14162 -0.94950 -0.198
C 0.56980 -4.62159 -2.11460 -1.207
C 1.45209 -5.82131 -1.63989 -1.783
C 0.58570 -6.93638 -0.94370 0.437
N 0.46508 -6.66272 0.52551 -0.472
N 1.19352 -8.28381 -1.10829 -0.770
N -0.76910 -7.02666 -1.47672 -0.131
H 5.51115 1.20656 0.62698 0.111
H 4.03830 0.39969 0.02088 0.158
H 5.12703 -0.55138 1.07766 0.239
H 5.51205 0.08704 -1.87002 0.282
H 7.00716 -0.06352 -0.93228 0.459
H 6.61849 -2.25648 -1.75096 0.308
H 5.74471 -2.46618 -0.12322 0.404
H 4.72828 -1.84805 -2.99488 0.320
H 3.74894 -1.33835 -1.59874 -0.181
H 3.35301 -3.72159 -0.87020 0.075
H 4.71080 -4.29623 -1.90438 0.520
H 3.04033 -4.82161 -3.55852 0.521
H 3.26180 -3.09978 -3.88449 0.602
H -0.35159 -3.50485 -4.24819 0.707
H 1.20238 -4.25295 -4.86460 0.440
H 1.47915 -2.38210 -6.10475 0.532
H 1.96486 -1.48401 -4.65146 0.298
H 0.73716 2.25584 -6.10589 0.346
H -0.48991 1.83112 -4.89126 -0.195
H 1.86073 2.13940 -3.87027 0.417
H 1.26011 0.44334 -3.59607 -0.271
H 2.41145 0.79256 -4.92365 0.280
H -2.45329 0.50789 -5.25301 0.386
H -3.15365 -0.81528 -4.17247 0.416
H -1.80061 1.80673 -3.10746 0.127
H -2.91692 0.75741 -2.19518 0.158
H -3.54864 1.79174 -3.58201 0.365
H 1.88970 -1.43462 -2.56681 0.328
H 0.24557 -1.80231 -2.57102 0.615
H 2.12255 -1.75240 -0.29875 -0.123
H 0.43890 -1.23253 -0.48279 0.653
H 1.53593 -3.94069 0.33087 0.092
H -0.66549 -1.99244 1.11262 0.413
H -0.95378 -3.81504 1.29899 0.355
H 0.18459 -3.03601 3.44133 0.397
H 1.23100 -4.10035 2.46726 0.302
H 2.62485 -2.56897 2.35252 0.311
H -0.91309 -3.48052 -1.30694 0.455
H -0.17296 -5.05202 -2.82908 1.027
H 2.24943 -5.56035 -0.91190 0.302
H 1.90683 -6.30595 -2.53257 0.385
H 1.24505 -7.06306 1.04326 0.286
H -0.35735 -7.19364 0.81525 0.231
H 2.20270 -8.24546 -0.99915 0.289
H 0.76853 -8.85170 -0.37989 0.298
H -1.44982 -6.54167 -0.90572 0.040
H -1.05492 -7.98293 -1.64180 0.214
C 0.48783 4.96039 -4.68120 -0.961
C -0.63579 5.04296 -3.68114 0.930
O -0.53745 4.53303 -2.58583 -0.563
C -1.88141 5.77941 -4.09531 -1.170
H 1.31576 4.40204 -4.24484 0.181
H 0.14524 4.44136 -5.57800 0.168
H 0.83750 5.96156 -4.93763 0.469
H -2.32533 5.29838 -4.96905 0.308
H -1.64067 6.81917 -4.32341 0.375
H -2.60251 5.75721 -3.27889 0.310
C 4.09764 3.04957 2.99680 -0.856
C 5.21742 3.73990 2.26173 0.904
O 5.58204 3.35758 1.16744 -0.603
C 5.86026 4.91691 2.93857 -1.129
H 3.72576 2.21958 2.39513 0.150
H 4.46348 2.65781 3.94782 0.275
H 3.27976 3.75127 3.17093 0.293
H 6.30082 4.60672 3.88514 0.307
H 5.12022 5.69613 3.10998 0.321
H 6.64771 5.31506 2.29847 0.335
C 4.42007 4.59792 7.14327 -1.227
C 4.11648 5.66929 6.12787 0.813
O 4.97020 6.07175 5.36487 -0.572
C 2.71529 6.21826 6.09790 -1.123
H 5.46376 4.29671 7.05154 0.299
H 4.25339 4.98238 8.15079 0.391
H 3.78613 3.72696 6.96607 0.317
H 2.47512 6.67433 7.05952 0.366
H 2.00644 5.41938 5.87515 0.355
H 2.63939 6.97740 5.32336 0.348
C -4.31430 -7.64008 0.87225 -0.993
C -4.49909 -7.65662 -0.62297 0.683
O -3.55045 -7.73573 -1.37515 -0.445
C -5.90533 -7.57197 -1.14776 -1.100
H -3.25154 -7.70773 1.10724 0.129
H -4.70674 -6.70925 1.28530 0.342
H -4.82706 -8.49277 1.31999 0.360
H -6.36779 -6.63750 -0.82296 0.355
H -6.48767 -8.42208 -0.78871 0.338
H -5.88568 -7.59622 -2.23627 0.249
C -1.46649 7.06483 7.05397 -1.158
C -0.47113 7.97003 6.37906 0.852
O 0.29201 7.55177 5.53357 -0.542
C -0.46255 9.41492 6.79638 -0.894
H -1.36280 6.05450 6.65792 0.332
H -1.27964 7.04202 8.12909 0.316
H -2.48070 7.41755 6.85913 0.335
H -0.23223 9.49326 7.86067 0.329
H -1.43470 9.86434 6.58929 0.098
H 0.30098 9.95054 6.23193 0.331
C -6.69753 1.22735 -0.85620 -1.172
C -5.49528 2.12427 -0.72088 0.907
O -5.19425 2.90974 -1.59170 -0.535
C -4.68146 2.00613 0.54115 -1.114
H -7.18657 1.42008 -1.81049 0.309
H -6.38712 0.18111 -0.82540 0.308
H -7.40609 1.43051 -0.05146 0.365
H -4.28239 0.99396 0.63345 0.265
H -5.30117 2.24353 1.40743 0.415
H -3.84964 2.70912 0.50189 0.278
C -4.11862 11.26576 9.63991 -1.142
C -3.75632 11.11373 8.18671 0.875
O -3.63208 10.01950 7.67928 -0.535
C -3.55436 12.37424 7.38833 -1.153
H -4.23294 10.27969 10.08901 0.296
H -3.32730 11.80214 10.16652 0.332
H -5.06230 11.80574 9.73364 0.343
H -2.73831 12.95917 7.81644 0.319
H -4.47323 12.96277 7.38338 0.389
H -3.29878 12.11511 6.36117 0.293
C -3.87430 -9.68442 -6.03844 -1.235
C -3.79204 -9.24400 -4.60036 0.707
O -4.77687 -9.21801 -3.89460 -0.516
C -2.43729 -8.83852 -4.07810 -0.212
H -4.90444 -9.94635 -6.27818 0.323
H -3.55642 -8.87255 -6.69513 0.317
H -3.24348 -10.56104 -6.19570 0.336
H -2.05807 -7.98960 -4.65035 0.293
H -1.74537 -9.68060 -4.15166 0.403
H -2.52374 -8.54496 -3.03253 -0.397
```